Entry 1:
{"formula": "C52H52N8O4", "method": "ωB97M-V with the def2-TZVPD basis set", "smiles": "Oc1ccc(O)cc1.Oc1ccc(O)cc1.c1ccncc1.c1ccncc1.c1ccncc1.c1ccncc1.c1ccncc1.c1ccncc1.c1ccncc1.c1ccncc1", "multiplicity": 1, "energy_ev": -74864.4848, "e_homo_ev": -7.801, "de_lowest_kj_mol": 0.0, "homo_lumo_gap_ha": 0.30583, "elements": ["C", "C", "C", "H", "C", "H", "C", "C", "C", "H", "C", "H", "C", "H", "C", "C", "C", "C", "H", "H", "H", "H", "H", "H", "H", "C", "O", "N", "C", "N", "C", "C", "N", "N", "H", "H", "H", "H", "H", "C", "C", "H", "O", "H", "N", "H", "C", "H", "C", "C", "H", "C", "C", "C", "C", "H", "C", "H", "H", "C", "H", "H", "H", "H", "C", "H", "N", "H", "C", "C", "C", "C", "C", "C", "H", "C", "N", "C", "C", "H", "H", "H", "H", "H", "H", "H", "H", "C", "C", "O", "C", "H", "C", "C", "C", "H", "H", "H", "H", "N", "C", "H", "C", "C", "H", "H", "H", "H", "H", "C", "H", "C", "O", "C", "C", "C"], "coordinates": [[3.90731, 2.46423, -1.50258], [4.18631, -2.12777, 2.14342], [0.37531, -0.21477, 1.90042], [-0.72369, -2.74777, -4.03658], [3.67331, 2.12623, -2.83258], [-5.35469, 0.40723, -2.73758], [-3.74769, 1.55323, -5.51658], [2.08631, -4.28177, -1.75158], [-1.79669, -3.33577, 1.48942], [3.30331, 2.28123, -0.73658], [2.18631, -3.33977, 3.79842], [-1.36369, -2.38477, 1.81942], [-4.57369, 0.66523, -3.36958], [1.73031, -7.69777, 0.12242], [-5.46769, 2.36123, 1.19142], [1.53431, -0.06077, -5.16458], [-0.55569, -0.78077, -4.48258], [-0.80369, 4.76423, 4.98042], [-2.31669, 1.27223, 2.75242], [3.39731, -2.42477, 5.35042], [-2.11169, 2.62023, -5.56258], [2.68731, 1.74323, -3.10058], [-2.79469, -6.82277, 0.65242], [5.23331, -2.13777, 0.75342], [-4.06469, 5.87523, 4.30242], [-2.61369, 1.96223, -3.43958], [1.44931, -0.55777, -1.72258], [1.00231, 5.17223, 0.58142], [-0.92169, 0.34923, 1.71042], [4.68631, 2.33723, -3.79458], [3.38231, 5.28623, 1.11642], [-0.63169, 0.31423, -0.75058], [-3.50669, 1.26723, -2.77958], [3.11631, -5.07577, -1.43458], [-2.06969, 6.63223, 5.68442], [0.23031, 4.94623, 5.37842], [-5.76669, 3.45423, 1.17742], [-0.24369, 1.24523, -5.06358], [7.06931, 3.37423, -1.80658], [-5.44969, 1.56723, 2.35942], [-4.82769, 0.93623, -4.74558], [-5.63969, 1.98323, 3.39542], [5.00531, -1.41377, 1.34142], [-5.29769, 2.28323, -0.93458], [-5.22069, 0.26523, -0.10158], [3.26631, -3.32077, 0.71442], [2.19631, 5.84123, 0.59642], [3.97731, -6.98977, -0.73358], [-0.08169, -2.09577, -4.28458], [2.18231, -3.63077, 2.45242], [-1.88269, 2.57423, -3.02658], [3.15631, -2.62477, 4.33742], [2.92831, -6.29977, -0.86558], [-3.05469, 4.15423, 3.53842], [4.00031, -1.81577, 3.46442], [-0.14369, -4.11377, -1.74358], [3.28031, -3.05477, 1.63442], [2.25331, -0.66677, 0.83042], [-4.23669, -4.85477, -0.38358], [6.12131, 3.19323, -2.12558], [0.07631, 3.46623, 1.05642], [-5.29069, -1.47877, 1.11242], [-2.43469, 0.92623, 0.21842], [4.72231, -1.22677, 3.99142], [0.69631, -0.13877, -0.70858], [-0.60469, -4.30377, 2.97742], [-1.94669, 3.39323, 3.33342], [-3.82569, 1.79223, -6.56358], [5.11831, 3.06223, -1.15158], [3.27931, 4.01723, 1.85142], [0.91331, 3.96723, 1.29242], [0.54731, -6.11277, -0.93958], [-5.25969, -0.37277, 1.11142], [2.00831, -1.41877, -5.05858], [5.49531, 3.18623, -0.06658], [1.65631, -6.78177, -0.57858], [-1.66069, -5.72077, 1.80442], [1.22731, -0.49877, 0.63842], [-2.63369, -5.93677, 0.95942], [-5.61469, 0.37423, -5.13758], [1.56731, -4.53377, 2.00842], [-1.14769, 0.56023, -1.84358], [1.02831, -1.22777, -2.31658], [-1.57769, -0.54777, -4.29558], [1.91431, 2.40623, 2.35742], [6.55331, 2.83423, -4.20358], [2.97031, -1.74777, -5.41558], [-5.15769, 0.14723, 2.34042], [-2.88569, -3.54477, 0.51842], [1.21231, -4.05677, 4.52742], [0.72931, -4.77677, -1.53058], [0.95331, -0.15177, 2.74442], [-1.94069, 5.62923, 5.05242], [-3.11569, 5.31323, 4.35042], [-1.36369, 0.56223, 0.35042], [-4.00069, 4.01023, 3.06642], [2.18331, 6.90023, 0.00942], [4.08031, 3.50423, 2.37142], [-3.18569, -2.44477, 0.20842], [1.18731, -2.39277, -4.60458], [-1.34569, -4.39677, 2.11542], [1.21931, -4.27877, 5.48242], [-3.26369, -4.82877, 0.27842], [-0.80369, 3.79523, 4.00042], [4.25631, 5.87223, 1.24842], [-0.51869, -6.44177, -0.75858], [-5.09469, -0.37577, 3.19442], [2.09831, 0.69223, -5.58958], [2.17331, -3.33877, -2.13558], [5.79431, 2.88323, -3.38458], [0.16631, 3.24323, 3.74542], [2.00131, 3.40123, 1.90942], [-1.76869, 0.62123, 2.76842], [-5.31269, 1.68323, -0.04558], [0.25831, 0.29323, -4.85858], [-2.67369, 2.13723, -4.84758]], "atomic_forces_ev_per_a": [[2.8, 1.3, -2.6], [-2.9, 0.2, 1.2], [-0.1, 1.0, -6.1], [-4.2, -5.3, 2.0], [2.1, 1.1, -0.6], [-1.0, -1.4, 1.2], [-2.0, -0.2, 2.0], [-3.5, -4.8, 2.2], [-2.0, 1.2, -1.7], [-3.1, -0.9, 2.7], [-2.6, -3.4, 1.0], [-0.6, 0.0, -0.6], [1.9, 3.8, -2.9], [-0.9, 1.2, -1.6], [-0.8, -0.7, -0.1], [0.9, -1.9, -0.1], [0.1, -0.2, 0.8], [0.6, 1.6, -0.8], [-5.0, 6.9, -1.1], [-0.6, -0.3, 1.0], [2.2, 1.5, -0.4], [0.6, -0.2, -0.4], [-1.4, -6.5, -1.8], [0.8, 0.6, -1.1], [0.9, -0.1, 0.5], [-1.1, 0.1, -3.2], [0.8, -0.4, -2.4], [1.3, -0.7, 1.5], [0.4, -0.1, -1.1], [-4.3, -0.8, 1.4], [-1.6, -2.1, 2.3], [0.1, 0.6, -4.5], [-0.3, -0.5, 1.2], [0.6, -0.6, 0.1], [1.1, -2.5, -1.1], [-1.5, 0.3, 0.2], [0.6, -1.5, 0.2], [0.8, -0.2, 0.2], [2.6, 1.0, 0.5], [0.7, -0.3, 1.4], [3.8, -0.6, 1.0], [0.3, -0.1, -1.5], [0.7, -0.7, -0.2], [0.1, -0.4, -0.6], [-0.8, 3.0, 1.3], [0.2, -1.7, -6.2], [-0.9, 0.5, -1.3], [-3.3, 2.1, -0.1], [4.7, 7.2, -2.9], [2.4, -0.8, -3.2], [1.3, 0.4, 1.9], [3.1, 4.2, -1.2], [2.5, 0.7, -1.2], [1.4, 0.8, 1.0], [0.2, -2.1, 2.1], [0.8, -0.8, 0.1], [-3.0, 0.0, 7.0], [0.8, -0.6, -0.2], [2.1, -0.9, 1.2], [-2.9, 0.0, 2.4], [-3.2, -1.8, 0.0], [0.1, 0.5, -0.7], [1.5, -0.4, 0.2], [0.3, 0.6, 0.0], [0.0, -2.4, 5.2], [-1.0, -0.2, -1.4], [-0.3, 1.7, 0.6], [-0.3, -0.4, -0.3], [2.1, -0.8, 0.9], [-1.9, 1.8, -1.3], [3.5, 4.0, -2.2], [-2.4, 3.8, -1.3], [1.0, -1.9, -2.8], [-2.6, 0.9, 0.5], [-1.3, 0.0, -1.8], [2.4, -3.0, 2.3], [0.0, 1.0, 0.8], [-4.8, 3.0, 0.7], [1.4, 8.0, 0.6], [-1.4, -0.1, -1.1], [1.1, 2.3, 1.0], [1.5, -0.8, 3.0], [0.1, 1.0, 0.7], [-0.8, -0.2, 0.2], [-0.1, 0.4, 0.0], [-0.3, 0.6, 0.8], [0.2, 0.2, 0.1], [-1.6, 6.0, -2.1], [2.7, 3.7, 2.0], [-0.5, -0.2, -0.3], [1.2, -0.9, 0.4], [0.7, -0.4, 2.5], [-1.1, 1.7, 1.5], [1.5, -1.2, -0.5], [-2.4, 0.5, 2.7], [-0.2, -1.2, -0.9], [0.2, -2.7, 1.6], [0.3, 0.4, -0.3], [-0.4, -2.9, -0.3], [0.7, 0.0, 0.0], [2.2, -3.8, 2.4], [1.0, 0.9, -1.0], [-3.0, 0.4, -1.3], [-0.9, -1.8, -0.7], [0.8, 0.3, -0.5], [1.6, 0.2, -0.1], [0.2, -1.9, 2.8], [1.8, 1.2, -0.7], [0.9, 2.2, -1.0], [1.7, -1.4, -3.3], [-1.8, 0.7, 0.5], [1.6, -0.2, 0.1], [6.6, -7.9, 0.4], [0.2, -2.9, 2.1], [-1.5, -1.8, -0.1], [-3.1, -2.4, 0.7]]}

Entry 2:
{"formula": "C52H53AsCl2HfN9O4", "method": "ωB97M-V with the def2-TZVPD basis set", "total_charge": 3, "multiplicity": 1, "energy_ev": -163558.3403, "e_homo_ev": -14.639, "homo_lumo_gap_ha": 0.23925, "elements": ["H", "H", "H", "C", "C", "C", "C", "H", "C", "H", "H", "C", "H", "H", "H", "H", "H", "H", "C", "N", "C", "N", "H", "H", "H", "C", "H", "C", "H", "N", "C", "H", "C", "C", "C", "C", "H", "H", "O", "N", "C", "H", "C", "C", "H", "Cl", "C", "H", "H", "O", "As", "C", "H", "C", "H", "N", "C", "H", "C", "C", "H", "H", "Hf", "C", "H", "C", "H", "H", "C", "C", "H", "H", "H", "H", "H", "N", "C", "N", "H", "C", "Cl", "C", "H", "H", "H", "C", "C", "C", "C", "H", "C", "C", "H", "H", "C", "H", "C", "O", "C", "C", "N", "H", "C", "H", "H", "C", "C", "H", "C", "O", "H", "N", "H", "H", "C", "C", "C", "C", "C", "H", "C", "C"], "coordinates": [[-0.96736, -8.02542, 3.73349], [-2.93577, -0.82819, -7.29134], [-1.32168, 0.31426, 2.57117], [-0.43478, -4.78231, 2.90226], [0.94883, -4.74699, 3.07031], [1.85086, 5.00040, -3.57447], [-1.58113, -1.84296, 6.20473], [-2.19410, -6.00816, 3.03325], [-4.08073, 3.64237, 4.60356], [2.71032, -5.84620, 3.60712], [0.38188, 1.61504, -8.48821], [3.27654, 6.24888, -2.10521], [1.08172, -3.04368, -2.41195], [2.39018, -2.49049, -3.43067], [1.67875, -2.31625, 5.46730], [-2.24741, -3.66658, 2.63736], [-2.83624, -0.34200, 5.34582], [0.93682, -4.78215, 0.04338], [4.32823, -1.63912, 1.29914], [-0.49243, 1.60346, -0.30235], [-0.12368, -4.85198, -0.19169], [-0.31295, 3.76254, -0.16598], [0.00274, 4.32560, -2.73835], [1.79186, 0.76859, 3.92137], [-5.52083, 2.27847, 3.76694], [-1.85146, -0.78338, 5.34996], [4.55862, -0.90402, 2.07041], [3.16802, 0.90565, -1.28725], [-3.93608, -0.53182, -5.06805], [-1.62074, 3.50185, 0.04907], [-1.69590, 2.20241, -0.02609], [1.48583, -7.95160, 4.02040], [1.54505, -2.14867, -2.82923], [-1.11576, -5.97079, 3.14248], [0.92984, 4.85128, -2.54513], [1.63712, -5.88192, 3.47105], [-2.42398, 4.78906, 5.36653], [0.63346, 5.35718, 0.80531], [-1.41383, -0.35262, 1.33067], [-2.26145, -1.78560, -3.61483], [0.63681, 2.94284, -6.13268], [1.48298, -3.81971, 2.89197], [0.68372, -1.89149, 5.42311], [-1.80406, 2.92674, 4.52518], [-3.24161, -4.49270, 0.42117], [-4.06419, 0.05146, 2.88116], [3.50672, 2.31268, -1.69053], [-1.30855, 2.07218, -4.59430], [2.60833, -2.83406, -0.42878], [1.05686, -1.58858, 1.75000], [-1.04060, -3.28659, 0.48933], [-1.53014, -1.98465, -2.56208], [4.18390, 6.81133, -1.93265], [-0.42637, -7.10840, 3.54257], [-3.00171, -3.67294, -1.12501], [2.28575, 4.29680, -5.92960], [-4.47829, 2.47110, 3.97739], [3.57180, 2.98323, -0.83090], [-3.19095, 0.18512, -4.73371], [3.02655, 5.71652, -3.35922], [3.73295, 5.83959, -4.16952], [-4.82296, 4.37695, 4.88363], [0.10757, -0.63764, -0.00842], [-2.74199, 3.87904, 4.87775], [2.79573, 2.72128, -2.40758], [-1.28470, 0.33415, -8.02389], [-2.61895, 1.66468, 0.11332], [4.56494, 0.88615, 0.33520], [-1.29227, 1.55829, -5.54858], [0.34893, 2.63808, -0.37159], [3.74877, -2.45396, 1.73275], [1.40582, 2.59292, -0.55764], [2.59760, 6.45756, -0.07952], [-3.70110, 1.05986, -4.33083], [-1.91114, 1.16042, -2.37198], [-1.23791, -0.83497, -1.86082], [0.19542, 5.14793, -0.16992], [-1.15175, 0.77491, 3.54359], [-0.29406, 1.32345, 3.41968], [-1.17935, -3.56209, 2.44167], [-0.12362, 3.21117, 4.84727], [-2.21443, -0.05331, -7.06364], [5.27951, -2.05818, 0.96370], [-0.82481, -2.65680, 2.92918], [2.48178, -0.85297, 3.95497], [-2.17912, 1.74021, 3.90366], [-0.31623, -2.40467, 6.23491], [1.58061, -0.28371, 3.71951], [2.37858, 6.05176, -1.05998], [1.74105, 0.58342, -2.87146], [2.09797, -1.23127, -1.76569], [2.24376, 0.14863, -2.01195], [-1.17453, -2.96086, -2.28854], [0.85713, -1.64502, -3.50523], [-3.52472, 1.53066, 3.62828], [-0.10027, -3.22944, 6.89988], [-2.21711, 0.56344, -5.82049], [0.53522, 3.47974, -4.88846], [-0.34716, 1.31599, -7.74696], [2.73018, -1.77649, -0.64281], [-2.48306, -0.45444, -3.60686], [-2.31165, -0.70006, 1.28678], [-1.88043, 0.10581, -2.57823], [-3.51080, -2.74949, 0.29975], [4.49077, 2.32080, -2.16424], [-0.85195, -0.29504, 4.52988], [1.31368, -0.45674, 2.25808], [-0.52131, -5.74915, 0.28076], [1.60247, 4.31691, -4.84085], [1.21612, 0.54536, 1.46643], [-2.36261, -2.21854, 6.85058], [1.65341, 3.39798, -6.77561], [-0.26239, -4.92938, -1.27032], [-1.29256, -0.13910, -8.99601], [-0.34789, 1.92863, -6.49603], [1.19778, 5.35501, -1.28003], [-2.88849, -3.57510, -0.04853], [0.43876, -0.82997, 4.56109], [3.60944, -1.01499, 0.14020], [-0.69017, 5.77088, -0.28704], [0.94994, -7.06681, 3.70514], [3.84034, 0.30350, -0.22309]], "atomic_forces_ev_per_a": [[0.0, 0.0, 0.0], [0.0, 0.0, 0.0], [-0.2, 0.1, 0.3], [0.0, 0.0, 0.0], [0.0, 0.0, 0.0], [0.0, 0.0, 0.0], [0.0, 0.0, 0.0], [0.0, 0.0, 0.0], [0.0, 0.0, 0.0], [0.0, 0.0, 0.0], [0.0, 0.0, 0.0], [0.0, 0.0, 0.0], [0.0, 0.0, 0.0], [0.0, 0.0, 0.0], [0.0, 0.0, 0.0], [0.0, 0.0, 0.0], [0.0, 0.0, 0.0], [0.0, 0.0, 0.0], [0.0, 0.0, 0.0], [0.2, 0.1, -0.1], [-0.1, -0.1, 0.0], [-0.1, 0.0, 0.0], [0.0, 0.0, 0.0], [0.0, 0.0, 0.0], [0.0, 0.0, 0.0], [0.0, 0.1, 0.0], [0.0, 0.0, 0.0], [0.0, 0.1, 0.0], [0.0, 0.0, 0.0], [0.0, -0.1, 0.1], [0.0, 0.0, 0.0], [0.0, 0.0, 0.0], [0.0, 0.0, 0.0], [0.0, 0.0, 0.0], [0.0, 0.0, 0.0], [0.0, 0.0, 0.0], [0.0, 0.0, 0.0], [0.0, 0.0, 0.0], [0.1, -0.5, -1.2], [0.0, 0.0, 0.0], [0.1, 0.0, 0.0], [0.0, 0.0, 0.0], [0.0, 0.0, 0.0], [0.1, 0.0, 0.0], [0.0, 0.0, 0.0], [0.0, 0.0, 0.0], [0.0, 0.0, 0.0], [0.0, 0.0, 0.0], [0.1, 0.0, 0.0], [0.2, 0.1, 0.1], [0.2, 0.1, -0.1], [0.1, 0.0, 0.0], [0.0, 0.0, 0.0], [0.0, 0.0, 0.0], [0.0, 0.0, 0.0], [0.0, 0.1, 0.1], [0.0, 0.0, 0.0], [0.0, 0.0, 0.0], [0.0, 0.0, 0.0], [0.0, 0.0, 0.0], [0.0, 0.0, 0.0], [0.0, 0.0, 0.0], [-0.5, 0.2, 0.8], [-0.1, 0.0, 0.0], [0.0, 0.0, 0.0], [0.0, 0.0, 0.0], [0.0, 0.0, 0.0], [0.0, 0.0, 0.0], [0.0, 0.0, 0.0], [0.0, 0.0, 0.0], [0.0, 0.0, 0.0], [0.0, 0.0, 0.0], [0.0, 0.0, 0.0], [0.0, 0.0, 0.0], [0.0, 0.0, 0.0], [-0.1, 0.0, -0.1], [0.0, 0.0, 0.0], [0.3, 0.3, 0.6], [0.0, 0.1, 0.1], [0.0, -0.1, 0.0], [0.0, 0.0, 0.0], [0.0, 0.0, 0.0], [0.0, 0.0, 0.0], [0.0, 0.0, 0.0], [0.0, 0.0, 0.0], [-0.1, 0.0, 0.0], [0.0, 0.0, 0.0], [0.0, -0.1, 0.0], [0.0, 0.0, 0.0], [0.1, 0.0, 0.0], [0.1, 0.0, -0.1], [-0.1, -0.1, 0.0], [0.0, 0.0, 0.0], [0.0, 0.0, 0.0], [-0.1, -0.1, 0.0], [0.0, 0.0, 0.0], [0.0, 0.0, 0.0], [0.0, 0.0, 0.1], [0.0, 0.0, 0.0], [-0.2, 0.0, 0.0], [0.0, 0.0, 0.0], [0.0, 0.0, 0.0], [0.1, 0.0, 0.0], [0.0, 0.0, 0.0], [0.0, 0.0, 0.0], [0.1, -0.2, 0.1], [-0.1, 0.0, -0.2], [0.0, 0.0, 0.0], [0.0, 0.0, -0.1], [0.1, 0.0, 0.1], [0.0, 0.0, 0.0], [-0.1, -0.1, 0.0], [0.0, 0.0, 0.0], [0.0, 0.0, 0.0], [0.0, 0.0, 0.0], [0.0, 0.0, 0.0], [0.0, 0.0, 0.0], [0.0, 0.1, 0.0], [0.0, 0.0, 0.0], [0.0, 0.0, 0.0], [0.0, 0.0, 0.0], [0.0, 0.0, 0.0]]}